# 1
{
  "formula": "C4H13CuNO14S3",
  "method": "ωB97M-V/def2-TZVPD",
  "symbols": ["Cu", "S", "O", "O", "O", "O", "S", "O", "O", "O", "O", "S", "O", "O", "O", "O", "C", "C", "C", "O", "C", "N", "H", "H", "H", "H", "H", "H", "H", "H", "H", "H", "H", "O", "H", "H"],
  "positions_angstrom": [[-0.51, 0.96, -0.79], [-5.59, -0.19, -2.12], [-4.51, -0.54, -1.18], [-5.24, -0.78, -3.41], [-6.81, -0.76, -1.61], [-5.72, 1.28, -2.38], [0.14, -1.10, -5.57], [0.80, 0.15, -5.86], [0.82, -2.22, -6.16], [0.07, -1.28, -4.15], [-1.16, -1.09, -6.24], [-1.76, 5.16, -0.22], [-3.10, 5.44, -0.67], [-1.80, 4.08, 0.73], [-1.00, 4.66, -1.40], [-1.16, 6.28, 0.46], [0.23, -2.13, 3.96], [0.67, -1.43, 2.65], [1.80, -0.42, 2.91], [2.31, 0.11, 1.62], [3.11, 1.31, 1.68], [1.05, -2.53, 1.73], [0.96, -2.88, 4.28], [-0.68, -2.73, 3.87], [0.06, -1.39, 4.74], [-0.17, -0.79, 2.36], [2.52, -1.02, 3.46], [1.60, 0.39, 3.61], [3.31, 1.54, 0.63], [3.98, 1.32, 2.34], [2.54, 2.05, 2.24], [1.95, -2.92, 1.97], [0.34, -3.24, 1.88], [4.02, -1.83, -1.83], [3.28, -2.09, -2.39], [3.61, -1.36, -1.10]],
  "homo_energy_ha": 0.2404,
  "total_charge": -5,
  "e_lumo_ha": 0.2936,
  "fmax_ev_per_a": 4.78,
  "multiplicity": 1
}

***

# 2
{
  "formula": "C18H60O18",
  "method": "ωB97M-V/def2-TZVPD",
  "symbols": ["O", "C", "C", "O", "H", "H", "H", "H", "H", "H", "O", "C", "C", "O", "H", "H", "H", "H", "H", "H", "O", "C", "C", "O", "H", "H", "H", "H", "H", "H", "O", "C", "C", "O", "H", "H", "H", "H", "H", "H", "O", "C", "C", "O", "H", "H", "H", "H", "H", "H", "O", "C", "C", "O", "H", "H", "H", "H", "H", "H", "C", "O", "H", "H", "H", "H", "C", "O", "H", "H", "H", "H", "C", "O", "H", "H", "H", "H", "C", "O", "H", "H", "H", "H", "C", "O", "H", "H", "H", "H", "C", "O", "H", "H", "H", "H"],
  "positions_angstrom": [[-0.13, 3.42, -1.44], [-0.06, 4.01, -2.66], [1.31, 3.72, -3.32], [1.52, 2.34, -3.42], [0.49, 3.91, -0.90], [-0.94, 3.72, -3.23], [-0.15, 5.09, -2.61], [2.07, 4.16, -2.67], [1.46, 4.19, -4.29], [1.51, 1.96, -2.54], [-1.35, -0.50, -0.40], [-0.46, -1.50, 0.13], [0.64, -0.98, 1.08], [1.66, -0.26, 0.33], [-0.82, 0.29, -0.54], [-1.06, -2.30, 0.56], [0.01, -1.82, -0.80], [1.16, -1.84, 1.52], [0.17, -0.44, 1.90], [2.28, 0.15, 0.93], [4.64, -4.13, 6.48], [3.41, -3.87, 7.08], [2.33, -4.75, 6.46], [1.22, -4.54, 7.26], [5.26, -4.06, 7.21], [3.49, -4.18, 8.12], [3.09, -2.84, 6.98], [2.64, -5.79, 6.48], [2.15, -4.49, 5.41], [1.47, -5.02, 8.05], [-7.85, -0.48, -4.96], [-7.69, -0.85, -3.58], [-7.63, 0.35, -2.56], [-6.42, 1.08, -2.67], [-6.99, -0.15, -5.23], [-8.58, -1.43, -3.33], [-6.81, -1.51, -3.55], [-7.52, -0.09, -1.57], [-8.54, 0.93, -2.64], [-5.62, 0.60, -2.42], [2.19, 5.76, 1.39], [2.53, 7.12, 1.49], [1.31, 8.07, 1.38], [0.85, 8.09, 0.07], [2.97, 5.23, 1.56], [2.93, 7.19, 2.50], [3.38, 7.23, 0.80], [1.57, 9.09, 1.66], [0.49, 7.86, 2.07], [-0.10, 8.23, 0.15], [6.20, -2.55, -4.41], [5.36, -2.29, -3.30], [5.55, -3.39, -2.23], [6.92, -3.49, -1.79], [5.94, -3.38, -4.82], [5.58, -1.31, -2.88], [4.34, -2.28, -3.67], [5.29, -4.38, -2.60], [4.83, -3.37, -1.41], [6.98, -3.22, -0.87], [-4.30, 1.88, 2.83], [-4.33, 0.48, 2.54], [-5.15, 2.37, 2.35], [-4.35, 2.01, 3.91], [-3.37, 2.34, 2.51], [-3.80, 0.41, 1.74], [-5.80, -5.33, 0.58], [-6.21, -5.87, -0.64], [-6.56, -5.65, 1.30], [-4.88, -5.77, 0.97], [-5.72, -4.25, 0.47], [-6.16, -6.83, -0.58], [-3.09, -0.10, -6.07], [-3.98, 0.05, -7.17], [-2.45, 0.76, -5.90], [-3.52, -0.45, -5.14], [-2.39, -0.85, -6.43], [-3.67, -0.35, -7.99], [6.76, 2.32, 1.11], [5.72, 2.36, 2.09], [7.62, 2.90, 1.42], [7.06, 1.30, 0.86], [6.38, 2.68, 0.15], [6.13, 2.26, 2.95], [-1.61, -6.13, -4.13], [-0.68, -6.88, -3.34], [-1.12, -5.37, -4.74], [-2.08, -6.71, -4.92], [-2.29, -5.67, -3.41], [-0.19, -7.44, -3.95], [1.43, 3.65, 5.90], [0.95, 3.97, 7.22], [1.80, 2.62, 5.90], [0.64, 3.75, 5.15], [2.19, 4.38, 5.62], [0.56, 4.85, 7.13]],
  "homo_energy_ha": -0.3509,
  "de_lowest_kj_mol": 452.77,
  "smiles": "OCCO.OCCO.OCCO.OCCO.OCCO.OCCO.CO.CO.CO.CO.CO.CO",
  "e_lumo_ha": -0.0035,
  "fmax_ev_per_a": 3.00,
  "multiplicity": 1
}

***

# 3
{
  "formula": "C6H12N2",
  "method": "ωB97M-V/def2-TZVPD",
  "symbols": ["C", "C", "C", "N", "C", "N", "H", "H", "H", "H", "H", "H", "C", "C", "H", "H", "H", "H", "H", "H"],
  "positions_angstrom": [[1.63, -1.49, 0.44], [0.69, -0.45, 0.97], [0.90, 0.90, 1.15], [-0.26, 1.41, 1.66], [-1.16, 0.36, 1.67], [-0.61, -0.75, 1.29], [2.67, -1.20, 0.34], [1.33, -1.77, -0.57], [1.66, -2.42, 1.01], [1.84, 1.35, 0.90], [-0.37, 2.31, 2.05], [-2.17, 0.46, 2.02], [-0.53, 0.27, -3.59], [-0.73, -0.26, -2.16], [-1.42, 0.07, -4.19], [-0.35, 1.34, -3.57], [0.37, -0.16, -4.04], [-1.11, 0.58, -1.57], [0.15, -0.62, -1.65], [-1.35, -1.16, -2.13]],
  "homo_energy_ha": -0.3135,
  "de_lowest_kj_mol": 35.17,
  "smiles": "Cc1c[nH]cn1.CC",
  "e_lumo_ha": 0.0327,
  "fmax_ev_per_a": 2.08,
  "multiplicity": 1
}

***

# 4
{
  "formula": "C22H22Cl2NiO21",
  "method": "ωB97M-V/def2-TZVPD",
  "symbols": ["Ni", "Cl", "O", "O", "O", "O", "Cl", "O", "O", "O", "O", "C", "C", "C", "O", "C", "C", "C", "O", "O", "O", "H", "H", "H", "H", "C", "C", "C", "O", "C", "C", "C", "O", "O", "O", "H", "H", "H", "H", "C", "C", "C", "O", "C", "C", "C", "O", "O", "O", "H", "H", "H", "H", "C", "C", "O", "C", "C", "H", "H", "H", "H", "H", "H", "H", "H", "H", "H"],
  "positions_angstrom": [[0.07, 0.63, 0.61], [3.49, 0.12, 0.08], [2.14, 0.34, -0.40], [3.82, -1.20, -0.23], [4.23, 1.08, -0.68], [3.62, 0.30, 1.50], [-3.54, 0.34, 1.33], [-3.56, -1.10, 1.05], [-4.64, 0.91, 0.62], [-3.67, 0.50, 2.70], [-2.25, 0.79, 0.81], [-1.40, 2.73, -4.36], [-1.42, 2.41, -3.04], [-0.13, 2.47, -2.25], [0.03, 2.09, -1.09], [1.02, 3.00, -3.02], [0.88, 3.47, -4.24], [-0.37, 3.33, -5.05], [-0.44, 3.69, -6.23], [1.89, 4.27, -4.81], [-2.53, 1.95, -2.40], [-2.35, 2.58, -4.85], [1.96, 3.10, -2.49], [1.65, 4.75, -5.60], [-3.38, 2.23, -2.75], [-1.44, -3.13, -1.32], [-1.59, -4.04, -2.30], [-1.01, -4.02, -3.65], [-1.13, -4.90, -4.56], [-0.26, -2.75, -3.87], [-0.07, -1.79, -2.91], [-0.56, -1.89, -1.51], [-0.47, -1.04, -0.63], [0.35, -0.48, -3.06], [-2.45, -5.11, -2.03], [-2.14, -3.17, -0.49], [0.17, -2.60, -4.84], [0.58, -0.20, -3.95], [-2.47, -5.76, -2.73], [-0.79, -2.75, 2.53], [-0.93, -3.95, 3.20], [0.28, -4.70, 3.76], [0.17, -5.79, 4.33], [1.52, -3.90, 3.67], [1.60, -2.73, 3.04], [0.43, -2.00, 2.52], [0.49, -0.89, 2.01], [2.82, -2.11, 2.88], [-2.13, -4.62, 3.37], [-1.75, -2.48, 2.10], [2.52, -4.19, 3.94], [2.70, -1.45, 2.19], [-1.92, -5.32, 3.99], [0.95, 1.59, 4.29], [0.02, 2.01, 3.14], [0.71, 2.06, 1.88], [1.46, 3.26, 1.83], [0.82, 4.47, 1.11], [0.53, 1.27, 5.24], [1.41, 0.71, 3.85], [1.62, 2.39, 4.61], [-0.77, 1.26, 3.11], [-0.54, 2.92, 3.35], [1.82, 3.69, 2.77], [2.27, 3.04, 1.13], [-0.09, 4.79, 1.62], [0.58, 4.25, 0.07], [1.55, 5.28, 1.12]],
  "homo_energy_ha": [-0.3534, -0.3533],
  "e_lumo_ha": [-0.0987, -0.0993],
  "fmax_ev_per_a": 5.58,
  "multiplicity": 3
}

***

# 5
{
  "formula": "C2H7N3O2",
  "method": "ωB97M-V/def2-TZVPD",
  "symbols": ["C", "N", "C", "N", "N", "O", "O", "H", "H", "H", "H", "H", "H", "H"],
  "positions_angstrom": [[0.84, -0.27, -0.45], [-0.54, 0.09, 0.02], [-0.01, 0.57, 1.28], [0.98, -0.03, -1.84], [-1.71, -0.83, 0.13], [0.03, 1.93, 1.29], [0.10, -0.15, 2.25], [0.41, 2.20, 2.13], [-0.84, 0.88, -0.56], [1.06, -1.26, -0.06], [1.01, -0.85, -2.44], [1.77, 0.57, -2.06], [-1.61, -1.45, -0.67], [-1.49, -1.39, 0.96]],
  "homo_energy_ha": -0.2682,
  "de_lowest_kj_mol": 432.98,
  "e_lumo_ha": 0.0297,
  "fmax_ev_per_a": 0.65,
  "multiplicity": 1
}

***

# 6
{
  "formula": "C2H3ClS2",
  "method": "ωB97M-V/def2-TZVPD",
  "symbols": ["C", "C", "S", "S", "Cl", "H", "H", "H"],
  "positions_angstrom": [[2.18, 0.61, 0.44], [-0.78, 0.57, -0.37], [3.70, 0.77, 0.32], [0.63, 1.25, -1.18], [-1.28, 1.50, 1.08], [1.43, 0.13, 0.97], [-1.62, 0.43, -1.19], [-0.69, -0.42, -0.17]],
  "homo_energy_ha": -0.3265,
  "de_lowest_kj_mol": 215.79,
  "e_lumo_ha": -0.0331,
  "fmax_ev_per_a": 3.90,
  "multiplicity": 1
}

***

# 7
{
  "formula": "C4H4NO5",
  "method": "ωB97M-V/def2-TZVPD",
  "symbols": ["C", "C", "O", "C", "C", "O", "O", "N", "O", "O", "H", "H", "H", "H"],
  "positions_angstrom": [[0.56, -0.18, -0.64], [-0.43, 0.48, 0.25], [-0.08, 1.29, 1.11], [-2.11, -0.08, 0.24], [-2.98, 1.01, -0.01], [-4.05, 0.83, -0.54], [-2.46, 2.23, 0.29], [-2.33, -1.38, 0.23], [-1.33, -2.14, 0.13], [-3.46, -1.95, 0.31], [1.58, 0.21, -0.20], [0.40, -1.30, -0.55], [0.36, 0.25, -1.68], [-1.57, 2.24, 0.61]],
  "homo_energy_ha": -0.1652,
  "total_charge": -1,
  "de_lowest_kj_mol": 388.35,
  "smiles": "C/C([O-])=C(/C(=O)O)[N+](=O)[O-]",
  "e_lumo_ha": 0.1369,
  "fmax_ev_per_a": 5.79,
  "multiplicity": 1
}

***

# 8
{
  "formula": "C7H8N2O5",
  "method": "ωB97M-V/def2-TZVPD",
  "symbols": ["C", "C", "C", "C", "C", "C", "C", "N", "N", "O", "O", "O", "O", "O", "H", "H", "H", "H", "H", "H", "H", "H"],
  "positions_angstrom": [[1.74, 0.37, -1.22], [2.25, 1.46, -0.46], [0.74, -0.48, -1.02], [1.65, 2.04, 0.59], [-0.15, -0.63, 0.19], [-1.65, -0.51, -0.12], [0.15, -2.07, 0.72], [0.03, 0.28, 1.25], [-1.98, 0.64, -0.70], [0.46, 1.60, 1.14], [-1.21, 1.58, -1.10], [-0.29, -0.05, 2.39], [-3.32, 0.68, -0.83], [-2.53, -1.33, 0.15], [2.17, 0.15, -2.09], [3.09, 1.90, -0.78], [0.42, -1.16, -1.69], [1.75, 2.89, 1.15], [0.79, -2.06, 1.68], [0.47, -2.83, 0.04], [-0.77, -2.41, 1.23], [-3.78, -0.07, -0.53]],
  "homo_energy_ha": [-0.3077, -0.3280],
  "de_lowest_kj_mol": 673.53,
  "e_lumo_ha": [-0.0581, -0.0017],
  "fmax_ev_per_a": 5.61,
  "multiplicity": 1
}